1:
{"formula": "C2H4N2O3", "method": "wB97M-V/def2-TZVPD", "symbols": ["N", "N", "C", "O", "C", "O", "O", "H", "H", "H", "H"], "coordinates": [[-0.670, -1.240, 0.714], [0.175, -0.378, -0.052], [1.579, -0.293, 0.219], [2.132, -0.818, 1.174], [-0.349, 0.688, -0.746], [0.332, 1.546, -1.304], [-1.694, 0.818, -0.673], [-0.221, -1.372, 1.624], [-1.552, -0.749, 0.875], [2.153, 0.223, -0.567], [-1.886, 1.574, -1.264]], "lowdin_charge": [0.109, -0.055, -0.210, 0.053, -0.543, 0.068, 0.112, 0.091, 0.087, 0.145, 0.143], "homo_ev": -9.7, "gap_ev": 10.18, "smiles": "NN(C=O)C(=O)O"}

=====

2:
{"formula": "C2H4N2O3", "method": "wB97M-V/def2-TZVPD", "symbols": ["C", "C", "N", "O", "H", "H", "H", "O", "N", "O", "H"], "coordinates": [[1.250, -2.072, -0.166], [1.149, -0.733, -0.713], [1.096, 0.335, -1.144], [0.941, 1.479, -1.428], [1.480, -2.212, 0.893], [0.311, -2.585, -0.257], [1.968, -2.516, -0.832], [2.838, 1.891, 0.395], [2.218, 2.939, 0.366], [1.608, 3.448, 1.304], [2.258, 3.706, -0.472]], "lowdin_charge": [-0.045, -0.020, -0.136, -0.022, 0.091, 0.073, 0.078, 0.022, -0.304, 0.022, 0.240], "homo_ev": -9.6, "gap_ev": 9.91, "smiles": "CC#[N+][O-].O=[NH+][O-]"}

=====

Compare the structures above. Which one is the most stable? 1 is.